(1)
C31H40CdN2OS2 as an isolated structure at a distorted geometry. Source: the Open Molecules 2025 dataset; level of theory: wB97M-V/def2-TZVPD.

Geometry as XYZ:
```
77
C31H40CdN2OS2, DFT wB97M-V/def2-TZVPD
Cd -0.56 0.23 0.46
C -0.08 -2.80 -1.07
C -1.22 -2.28 -0.46
C -0.90 -2.03 0.92
C 0.49 -2.47 1.11
C 0.96 -2.92 -0.10
C 2.34 -3.37 -0.43
C 1.16 -2.47 2.44
C -1.94 -2.06 2.02
C -2.59 -2.11 -1.03
C 0.11 -3.08 -2.52
H 2.33 -4.29 -1.01
H 2.93 -3.54 0.47
H 2.84 -2.60 -1.02
H 2.23 -2.64 2.33
H 0.76 -3.27 3.07
H 1.01 -1.52 2.97
H -2.30 -3.08 2.14
H -2.78 -1.42 1.77
H -1.51 -1.74 2.97
H -3.05 -1.19 -0.67
H -3.23 -2.95 -0.73
H -2.56 -2.08 -2.12
H 0.63 -4.03 -2.67
H 0.73 -2.29 -2.97
H -0.84 -3.11 -3.05
S 2.58 0.11 0.12
C 2.85 0.61 1.69
N 3.84 0.06 2.44
C 3.85 0.27 3.87
C 3.57 1.73 4.16
N 2.36 2.14 3.50
C 1.50 3.07 4.22
C 0.65 2.31 5.21
C -0.36 1.46 4.75
C -1.10 0.71 5.65
C -0.84 0.79 7.01
C 0.15 1.64 7.47
C 0.89 2.39 6.57
C 2.05 1.67 2.27
S 0.78 2.36 1.40
C 4.85 -0.81 1.89
C 6.18 -0.10 1.85
C 7.25 -0.52 2.63
C 8.46 0.16 2.59
C 8.60 1.27 1.78
C 7.54 1.70 0.99
C 6.34 1.02 1.03
H 4.83 -0.02 4.25
H 3.08 -0.36 4.34
H 4.41 2.35 3.81
H 3.46 1.88 5.24
H 0.87 3.58 3.49
H 2.13 3.80 4.73
H -0.59 1.41 3.69
H -1.88 0.06 5.29
H -1.41 0.20 7.71
H 0.35 1.72 8.53
H 1.65 3.06 6.94
H 4.54 -1.09 0.88
H 4.92 -1.71 2.50
H 7.15 -1.39 3.26
H 9.29 -0.18 3.19
H 9.54 1.81 1.76
H 7.66 2.55 0.34
H 5.51 1.34 0.42
C -3.51 2.00 -1.18
C -2.56 2.36 -0.02
C -3.21 3.45 0.85
O -2.29 1.25 0.77
H -3.71 2.88 -1.79
H -4.45 1.63 -0.79
H -3.06 1.23 -1.81
H -1.64 2.79 -0.45
H -4.12 3.06 1.30
H -3.44 4.32 0.25
H -2.53 3.74 1.65
```

- Spin multiplicity: 1
- E_tot: -64057.7011 eV

---

(2)
C31H40Cl2FeNP3S3Si as an isolated structure at a distorted geometry. Source: the Open Molecules 2025 dataset; level of theory: wB97M-V/def2-TZVPD.

Geometry as XYZ:
```
82
C31H40Cl2FeNP3S3Si, DFT wB97M-V/def2-TZVPD
Fe 0.17 0.27 -0.21
C -4.02 3.07 -4.36
Si -3.69 3.49 -2.57
C -2.28 4.70 -2.49
C -5.18 4.16 -1.69
C -3.30 1.79 -1.78
C -4.25 0.80 -1.97
C -4.03 -0.52 -1.59
C -2.82 -0.83 -1.01
N -1.90 0.11 -0.77
C -2.13 1.38 -1.13
S -0.79 2.37 -0.66
H -4.28 3.97 -4.92
H -4.83 2.35 -4.48
H -3.12 2.65 -4.81
H -2.55 5.59 -3.06
H -1.37 4.29 -2.91
H -2.07 5.01 -1.46
H -5.50 5.09 -2.16
H -4.95 4.38 -0.65
H -6.03 3.47 -1.71
H -5.20 1.05 -2.43
H -4.77 -1.29 -1.74
H -2.58 -1.84 -0.71
C 1.77 -2.77 0.44
P 0.23 -1.89 0.80
C -1.06 -3.15 0.59
C 0.26 -1.66 2.59
C 0.62 -2.68 3.47
C 0.58 -2.45 4.83
C 0.18 -1.21 5.32
C -0.18 -0.20 4.45
C -0.13 -0.43 3.07
P -0.57 0.85 1.87
C 0.13 2.36 2.56
C -2.36 1.03 2.10
H 1.79 -3.73 0.96
H 2.59 -2.15 0.78
H 1.87 -2.94 -0.63
H -0.76 -4.05 1.13
H -1.21 -3.38 -0.46
H -2.00 -2.78 1.00
H 0.93 -3.65 3.10
H 0.87 -3.24 5.52
H 0.14 -1.04 6.39
H -0.48 0.76 4.84
H -0.36 2.61 3.51
H -0.01 3.18 1.86
H 1.20 2.21 2.73
H -2.55 1.17 3.17
H -2.87 0.13 1.76
H -2.72 1.88 1.53
Cl 0.67 -1.12 -2.30
C 0.50 -0.47 -3.98
Cl -0.38 1.04 -4.03
H -0.03 -1.22 -4.55
H 1.51 -0.31 -4.35
S 3.19 -0.41 2.98
P 3.66 0.78 1.52
S 2.21 1.03 0.04
C 4.08 2.46 2.06
C 5.22 2.58 2.87
C 5.62 3.83 3.31
C 4.89 4.96 2.95
C 3.77 4.84 2.15
C 3.36 3.59 1.71
C 5.12 0.26 0.58
C 5.87 -0.82 1.03
C 7.00 -1.21 0.31
C 7.36 -0.53 -0.84
C 6.60 0.55 -1.29
C 5.48 0.95 -0.58
H 5.77 1.70 3.15
H 6.50 3.92 3.94
H 5.22 5.94 3.29
H 3.20 5.72 1.87
H 2.49 3.49 1.07
H 5.57 -1.34 1.93
H 7.60 -2.04 0.66
H 8.23 -0.84 -1.40
H 6.89 1.07 -2.19
H 4.89 1.79 -0.92
```

- Spin multiplicity: 2
- E_tot: -161967.1811 eV
- Expectation value of S²: 0.83
- Total charge: +1